Density functional theory data (wB97M-V/def2-TZVPD) for a 14-piece molecular cluster, C17H9Cl52F3NOP overall.

```
! RIJCOSX wB97M-V def2-TZVPD def2/J DEFGRID3
* xyz 0 1
C -0.02 -0.99 2.57
N -0.36 -1.39 3.94
C 0.80 -1.90 4.68
P 0.50 -1.73 6.49
C 0.84 0.06 6.77
O 2.20 0.51 6.58
C 2.39 1.44 5.63
F 2.09 1.01 4.39
F 3.67 1.79 5.64
F 1.64 2.54 5.83
H 0.63 -1.75 2.12
H 0.45 0.00 2.49
H -0.94 -0.96 1.97
H -0.76 -0.60 4.43
H 0.91 -2.98 4.48
H 1.74 -1.42 4.38
H 1.69 -2.27 7.01
H 0.59 0.28 7.82
H 0.15 0.64 6.15
C 4.52 4.78 7.55
Cl 3.41 4.00 8.69
Cl 5.93 3.74 7.31
Cl 3.69 5.02 6.01
Cl 5.03 6.34 8.20
C -0.41 -5.45 0.70
Cl -1.43 -6.71 1.41
Cl -1.04 -4.98 -0.88
Cl -0.39 -4.04 1.76
Cl 1.24 -6.07 0.52
C 1.26 7.42 3.84
Cl 0.96 7.86 5.53
Cl 2.74 8.21 3.29
Cl 1.45 5.67 3.72
Cl -0.10 7.94 2.85
C -5.30 -6.45 -1.83
Cl -6.61 -7.62 -1.99
Cl -4.32 -6.46 -3.30
Cl -5.97 -4.83 -1.59
Cl -4.29 -6.87 -0.45
C -8.02 -11.94 -1.09
Cl -8.46 -12.90 0.33
Cl -7.28 -12.99 -2.30
Cl -9.47 -11.19 -1.77
Cl -6.87 -10.68 -0.62
C 3.72 8.59 -0.63
Cl 4.69 9.65 0.41
Cl 2.03 8.72 -0.16
Cl 3.92 9.08 -2.31
Cl 4.26 6.92 -0.43
C -1.04 -4.71 -5.82
Cl -2.49 -4.11 -6.63
Cl 0.28 -3.56 -6.04
Cl -1.39 -4.89 -4.09
Cl -0.59 -6.27 -6.50
C 0.70 -8.74 -9.31
Cl 0.23 -9.69 -7.89
Cl 1.35 -9.81 -10.55
Cl -0.73 -7.90 -9.95
Cl 1.91 -7.55 -8.84
C 3.71 14.11 0.04
Cl 2.09 14.70 0.40
Cl 4.53 13.68 1.55
Cl 3.59 12.68 -0.99
Cl 4.65 15.36 -0.79
C 0.65 -1.47 11.44
Cl -0.33 -2.23 12.69
Cl -0.18 -1.58 9.88
Cl 0.92 0.23 11.85
Cl 2.21 -2.30 11.33
C -0.07 -11.24 -14.23
Cl 0.86 -12.48 -13.36
Cl -1.13 -12.02 -15.40
Cl -1.02 -10.32 -13.08
Cl 1.05 -10.17 -15.07
C -5.41 -2.70 -9.43
Cl -6.92 -1.82 -9.66
Cl -5.40 -3.46 -7.84
Cl -5.26 -3.95 -10.67
Cl -4.05 -1.58 -9.55
C 1.97 19.45 0.18
Cl 0.71 18.92 1.30
Cl 3.21 18.19 0.07
Cl 1.27 19.73 -1.41
Cl 2.70 20.94 0.78
*
```

Summary:
Highest occupied orbital energy ... -0.3389 hartree
Gap between HOMO and LUMO ... 0.3422 Eh

---

Density functional theory data (wB97M-V/def2-TZVPD) for a 2-piece molecular cluster, C2H11N2O overall at a distorted geometry.

```
! RIJCOSX wB97M-V def2-TZVPD def2/J DEFGRID3
* xyz 2 2
C -1.66 0.20 -1.15
N -0.25 0.76 -1.35
H -1.63 -0.75 -0.57
H -2.14 0.94 -0.51
H -1.91 -0.01 -2.16
H -0.27 1.67 -1.63
H 0.24 0.29 -2.10
H 0.17 0.78 -0.35
N 0.94 0.69 1.17
C 1.00 -0.77 1.12
O -0.23 -1.52 1.05
H 0.51 1.06 2.00
H 1.87 1.15 1.00
H 1.70 -0.98 0.06
H 1.52 -1.21 1.93
H 0.14 -2.29 1.50
*
```

Summary:
Highest occupied orbital energy (alpha / beta) ... -0.8094 / -0.7772 hartree
Expectation value of S² ... 0.756
Gap between HOMO and LUMO (alpha / beta) ... 0.5217 / 0.2351 Eh

---

Density functional theory data (wB97M-V/def2-TZVPD) for an isolated ion of composition C7H13N2 and charge +1 at a distorted geometry.

```
! RIJCOSX wB97M-V def2-TZVPD def2/J DEFGRID3
* xyz 1 1
C 1.42 1.09 -0.23
C 2.43 -0.79 -0.32
C 0.44 0.10 0.32
C 0.18 0.22 1.86
C -1.45 -1.25 -0.78
C -1.60 1.44 -0.54
C -0.76 0.17 -0.70
N 2.59 0.55 -0.51
N 1.26 -1.13 0.12
H 1.31 2.15 -0.28
H 3.11 -1.57 -0.68
H -0.80 0.79 2.05
H 1.02 0.65 2.45
H -0.10 -0.86 2.21
H -2.33 -1.12 -1.37
H -1.52 -1.83 0.16
H -0.64 -1.77 -1.51
H -2.36 1.28 0.30
H -2.17 1.71 -1.36
H -0.85 2.13 -0.15
H -0.11 0.08 -1.66
H 0.94 -2.03 0.63
*
```

Summary:
Highest occupied orbital energy ... -0.5568 hartree
SMILES string ... CC(C)[C@]1(C)C=NC=[NH+]1
Gap between HOMO and LUMO ... 0.3587 Eh

---

Density functional theory data (wB97M-V/def2-TZVPD) for a 2-piece molecular cluster, C4H8S3 overall at a distorted geometry.

```
! RIJCOSX wB97M-V def2-TZVPD def2/J DEFGRID3
* xyz 0 1
C 1.41 0.90 0.61
C 1.73 1.85 -0.24
C -1.49 0.05 -0.18
C -0.29 -2.44 0.12
S -1.34 -0.16 -1.82
S -1.92 1.55 0.57
S -1.35 -1.28 1.00
H 1.39 -0.10 0.16
H 1.18 1.03 1.68
H 1.85 2.97 -0.21
H 1.72 1.46 -1.24
H 0.14 -1.70 -0.64
H -0.84 -3.31 -0.20
H 0.39 -2.77 0.94
H -2.56 1.93 -0.55
*
```

Summary:
Highest occupied orbital energy ... -0.3222 hartree
SMILES string ... CSC(=S)S.C=C
Gap between HOMO and LUMO ... 0.3069 Eh

---

Density functional theory data (wB97M-V/def2-TZVPD) for one molecule with the formula C11H13N5O5S at a distorted geometry.

```
! RIJCOSX wB97M-V def2-TZVPD def2/J DEFGRID3
* xyz 0 1
O -3.33 2.67 2.07
O -1.63 -0.69 1.96
O -1.12 1.12 3.10
N -3.54 4.52 0.02
N -1.20 2.10 -1.26
O 1.84 -3.03 -1.17
O 2.04 -1.30 0.36
S -2.34 4.37 -2.32
C -2.67 2.51 1.08
C -3.42 5.16 -1.16
C -2.00 3.14 -1.12
C -1.07 1.20 -0.21
C -1.81 1.33 0.95
N -2.75 3.40 0.02
N -0.08 0.26 -0.28
N -1.54 0.55 2.08
C 0.51 -3.00 0.88
C 3.01 -3.38 1.01
C 1.43 -1.85 -1.81
C 1.20 0.51 -0.99
C 2.06 -0.74 -0.97
C 1.87 -2.69 0.26
H -3.98 6.06 -1.39
H 0.00 -0.25 0.59
H -0.29 -2.70 0.20
H 0.44 -2.52 1.86
H 0.43 -4.08 1.06
H 3.14 -4.41 0.70
H 3.94 -2.81 0.81
H 2.87 -3.30 2.09
H 1.79 -1.85 -2.83
H 0.33 -1.79 -1.77
H 1.78 1.30 -0.52
H 1.01 0.77 -2.05
H 3.10 -0.58 -1.26
*
```

Summary:
Highest occupied orbital energy ... -0.3317 hartree
SMILES string ... CC1(C)OC[C@@H](CNc2nc3scnn3c(=O)c2[N+](=O)[O-])O1
Gap between HOMO and LUMO ... 0.3121 Eh

---

Density functional theory data (wB97M-V/def2-TZVPD) for one molecule with the formula C18H26Cl2N2O at a distorted geometry.

```
! RIJCOSX wB97M-V def2-TZVPD def2/J DEFGRID3
* xyz 0 1
O -0.07 -2.07 -0.94
Cl 4.85 -5.97 1.30
Cl 5.74 -3.68 -0.40
C 0.82 -1.73 -0.19
C 2.37 -4.76 1.51
C 1.45 -3.83 1.03
C 3.20 -2.71 -0.29
C 3.71 -4.66 1.08
C 4.12 -3.68 0.13
C 1.89 -2.71 0.21
N 1.00 -0.33 0.00
N -1.90 0.85 0.46
C 1.66 0.15 1.29
C -3.34 2.68 1.27
C -3.14 -1.35 0.46
C -2.56 1.39 1.61
C -2.71 -0.09 -0.32
C 0.92 2.77 -2.28
C -0.18 3.63 -1.67
C 1.41 1.43 -1.56
C -1.29 2.60 -1.25
C 0.32 0.70 -0.85
C -0.77 1.56 -0.16
H 2.06 -5.69 2.00
H 0.43 -4.01 1.35
H 3.71 -1.96 -0.88
H 2.68 -0.02 1.42
H 1.56 1.27 1.42
H 1.09 -0.19 2.14
H -3.86 3.09 2.10
H -2.69 3.42 0.90
H -4.07 2.58 0.41
H -4.10 -1.29 1.02
H -3.23 -2.08 -0.35
H -2.27 -1.67 1.07
H -1.86 1.48 2.42
H -3.24 0.57 1.92
H -3.62 0.43 -0.70
H -2.03 -0.57 -0.99
H 0.74 2.59 -3.37
H 1.76 3.42 -2.22
H -0.66 4.38 -2.18
H 0.27 4.15 -0.76
H 2.18 1.75 -0.82
H 1.82 0.67 -2.26
H -1.56 2.09 -2.15
H -2.08 3.13 -0.91
H -0.24 0.16 -1.62
H -0.29 2.10 0.63
*
```

Summary:
Highest occupied orbital energy ... -0.2842 hartree
SMILES string ... CCN(CC)[C@@H]1CCCC[C@H]1N(C)C(=O)c1ccc(Cl)c(Cl)c1
Gap between HOMO and LUMO ... 0.2992 Eh

---

Density functional theory data (wB97M-V/def2-TZVPD) for C24H26AgN4O4PS2 as an isolated structure.

```
! RIJCOSX wB97M-V def2-TZVPD def2/J DEFGRID3
* xyz -2 1
Ag -0.13 1.55 0.72
O 2.73 5.07 0.23
C 2.06 4.02 0.36
N 0.76 3.82 0.44
C -0.18 4.84 0.40
C 0.15 6.21 0.38
C -0.83 7.20 0.36
C -2.17 6.85 0.37
C -2.52 5.51 0.39
C -1.56 4.48 0.39
N -1.90 3.14 0.50
C -3.11 2.68 0.26
O -4.11 3.22 -0.27
C -3.30 1.24 0.73
C -4.54 0.64 0.50
C -4.74 -0.68 0.88
C -3.70 -1.36 1.49
C -2.52 -0.67 1.72
N -2.32 0.59 1.36
C 2.88 2.74 0.45
C 4.27 2.84 0.31
C 5.06 1.71 0.40
C 4.44 0.49 0.62
C 3.06 0.47 0.74
N 2.30 1.55 0.66
H 1.19 6.48 0.38
H -0.53 8.24 0.33
H -2.94 7.61 0.36
H -3.56 5.23 0.40
H -5.30 1.23 0.02
H -5.70 -1.16 0.71
H -3.78 -2.40 1.77
H -1.69 -1.16 2.22
H 4.68 3.83 0.14
H 6.14 1.78 0.30
H 5.00 -0.44 0.70
H 2.55 -0.47 0.90
C -1.86 -4.26 -0.93
C -0.86 -4.80 0.09
C -1.31 -4.51 1.52
O 0.48 -4.38 -0.19
P 1.28 -3.01 0.30
S 2.07 -3.28 2.08
S 0.22 -1.38 -0.13
O 2.56 -3.17 -0.68
C 2.67 -3.39 -2.09
C 1.73 -2.54 -2.94
C 2.53 -4.87 -2.42
H -2.83 -4.73 -0.79
H -1.51 -4.47 -1.95
H -1.96 -3.18 -0.83
H -0.81 -5.89 -0.04
H -1.23 -3.44 1.72
H -0.68 -5.03 2.23
H -2.35 -4.82 1.66
H 3.70 -3.09 -2.31
H 0.70 -2.79 -2.74
H 1.95 -2.70 -4.00
H 1.87 -1.48 -2.71
H 1.50 -5.19 -2.26
H 3.17 -5.46 -1.77
H 2.81 -5.05 -3.46
*
```

Summary:
Highest occupied orbital energy ... -0.0471 hartree
Gap between HOMO and LUMO ... 0.2124 Eh

---

Density functional theory data (wB97M-V/def2-TZVPD) for a 6-piece molecular cluster, C12H24Cl12 overall at a distorted geometry.

```
! RIJCOSX wB97M-V def2-TZVPD def2/J DEFGRID3
* xyz 0 1
Cl 1.25 -0.46 -0.95
C 1.74 -0.83 0.76
C 0.58 -0.80 1.76
Cl -0.67 -2.05 1.42
H 2.48 -0.05 0.97
H 2.37 -1.72 0.71
H 0.04 0.15 1.72
H 1.07 -1.00 2.71
Cl 6.15 -1.36 -6.23
C 4.69 -0.73 -7.12
C 4.11 -1.76 -8.10
Cl 5.11 -1.80 -9.59
H 5.00 0.19 -7.62
H 4.00 -0.46 -6.32
H 3.11 -1.44 -8.38
H 4.00 -2.76 -7.68
Cl -2.55 1.97 -6.12
C -3.88 2.32 -4.97
C -3.57 2.09 -3.52
Cl -4.95 2.53 -2.48
H -4.77 1.82 -5.35
H -4.13 3.37 -5.17
H -2.77 2.75 -3.21
H -3.39 1.09 -3.13
Cl -4.85 0.76 5.30
C -5.97 0.62 3.95
C -7.08 -0.28 4.38
Cl -8.18 -0.51 3.10
H -5.44 0.23 3.08
H -6.27 1.65 3.73
H -7.64 0.21 5.17
H -6.71 -1.26 4.67
Cl -0.04 -4.72 6.85
C -0.55 -6.44 6.52
C 0.41 -7.39 7.24
Cl 0.06 -9.07 6.86
H -0.52 -6.48 5.43
H -1.58 -6.52 6.88
H 0.36 -7.32 8.33
H 1.39 -7.14 6.86
Cl 5.01 4.96 -1.53
C 4.28 6.00 -0.35
C 5.06 7.19 -0.01
Cl 4.96 8.28 -1.41
H 4.31 5.38 0.54
H 3.29 6.19 -0.76
H 6.09 6.91 0.21
H 4.59 7.68 0.83
*
```

Summary:
Highest occupied orbital energy ... -0.3941 hartree
SMILES string ... ClCCCl.ClCCCl.ClCCCl.ClCCCl.ClCCCl.ClCCCl
Gap between HOMO and LUMO ... 0.4040 Eh

---

Density functional theory data (wB97M-V/def2-TZVPD) for C4H3N3S as an isolated structure at a distorted geometry.

```
! RIJCOSX wB97M-V def2-TZVPD def2/J DEFGRID3
* xyz 0 1
C 1.44 -0.61 -0.21
C -1.16 -1.06 0.27
C 0.02 -0.42 0.08
C -0.13 0.98 0.26
N 2.06 0.49 -0.09
N -3.22 0.14 -0.94
N 1.08 1.46 0.23
S -2.40 0.27 0.29
H 2.06 -1.53 -0.53
H -1.31 -2.07 0.30
H 1.57 2.34 0.36
*
```

Summary:
Highest occupied orbital energy (alpha / beta) ... -0.3032 / -0.3033 hartree
Gap between HOMO and LUMO (alpha / beta) ... 0.2530 / 0.2531 Eh

---

Density functional theory data (wB97M-V/def2-TZVPD) for C35H28CoF5N2O5PTe as an isolated structure.

```
! RIJCOSX wB97M-V def2-TZVPD def2/J DEFGRID3
* xyz -2 2
Co -1.51 -1.56 0.26
O -2.69 0.09 0.71
C -2.48 0.85 1.70
C -3.13 2.13 1.79
C -2.91 2.97 2.85
C -2.01 2.66 3.89
C -1.40 1.43 3.86
C -1.63 0.51 2.82
C -1.17 -0.82 3.01
N -1.34 -1.78 2.18
C -1.08 -3.17 2.51
C -2.14 -3.97 1.75
N -2.27 -3.40 0.42
C -2.43 -4.16 -0.59
C -2.51 -3.72 -1.96
C -2.88 -4.68 -2.91
C -3.03 -4.39 -4.25
C -2.79 -3.07 -4.67
C -2.40 -2.11 -3.78
C -2.23 -2.38 -2.38
O -1.85 -1.42 -1.62
H -3.84 2.41 1.03
H -3.43 3.92 2.87
H -1.81 3.37 4.68
H -0.73 1.14 4.66
H -0.72 -1.05 3.98
H -1.16 -3.35 3.59
H -0.09 -3.47 2.16
H -3.11 -3.87 2.26
H -1.87 -5.03 1.71
H -2.51 -5.24 -0.44
H -3.07 -5.69 -2.56
H -3.33 -5.16 -4.96
H -2.90 -2.81 -5.71
H -2.21 -1.09 -4.09
O 1.67 -3.86 1.03
C 1.48 -2.92 0.23
O 0.42 -2.55 -0.32
C 2.72 -2.11 -0.17
C 3.90 -2.83 -0.39
C 5.05 -2.21 -0.83
C 5.06 -0.83 -1.02
C 3.91 -0.11 -0.77
C 2.72 -0.73 -0.36
P 1.37 0.46 -0.01
C 2.06 1.51 1.29
C 2.96 1.02 2.23
C 3.30 1.79 3.34
C 2.73 3.04 3.52
C 1.82 3.53 2.59
C 1.49 2.77 1.48
C 1.23 1.45 -1.51
C 0.32 0.96 -2.45
C 0.17 1.62 -3.66
C 0.91 2.76 -3.93
C 1.81 3.25 -3.00
C 1.97 2.59 -1.79
H 3.87 -3.90 -0.21
H 5.95 -2.79 -1.01
H 5.95 -0.32 -1.35
H 3.93 0.97 -0.91
H 3.39 0.03 2.11
H 4.00 1.40 4.07
H 3.00 3.64 4.38
H 1.34 4.49 2.72
H 0.76 3.17 0.79
H -0.30 0.10 -2.22
H -0.56 1.27 -4.37
H 0.77 3.29 -4.86
H 2.35 4.17 -3.18
H 2.64 3.00 -1.04
F -3.34 3.79 -0.95
Te -1.44 4.32 -0.91
F -1.16 4.70 1.03
F -2.23 6.02 -0.81
F 0.22 5.37 -1.11
F -1.60 4.59 -2.84
O 0.03 -0.01 0.40
*
```

Summary:
Highest occupied orbital energy (alpha / beta) ... -0.0763 / -0.0740 hartree
Expectation value of S² ... 0.902
Gap between HOMO and LUMO (alpha / beta) ... 0.2369 / 0.2347 Eh

---

Density functional theory data (wB97M-V/def2-TZVPD) for C23H40Cl3LaN4O3Si as an isolated structure at a distorted geometry.

```
! RIJCOSX wB97M-V def2-TZVPD def2/J DEFGRID3
* xyz 0 1
C 2.80 -2.72 -2.04
C 2.18 -1.89 -3.11
H 2.38 -3.73 -2.06
H 2.62 -2.30 -1.03
H 3.89 -2.82 -2.17
C 2.05 -2.34 -4.37
C 2.45 -3.69 -4.85
H 1.64 -1.71 -5.15
H 2.05 -4.51 -4.23
H 3.54 -3.80 -4.87
H 2.09 -3.84 -5.87
La 1.04 0.02 2.72
Cl 2.70 1.05 4.48
Cl 2.34 1.48 0.79
C 0.14 3.23 2.36
O -0.34 2.08 2.59
N -0.60 4.21 1.86
C -2.03 3.97 1.70
C 0.01 5.38 1.24
H 1.21 3.44 2.55
H -2.42 3.51 2.61
H -2.23 3.28 0.86
H -2.52 4.94 1.53
H 0.89 5.64 1.83
H -0.71 6.21 1.23
H 0.35 5.15 0.22
H -0.57 -4.87 3.96
H 0.07 -3.74 1.14
C -1.55 -4.73 3.48
C -1.01 -3.92 1.19
N -1.50 -3.63 2.53
H -2.30 -4.48 4.23
C -1.69 -2.40 3.03
O -1.01 -1.38 2.77
H -1.55 -3.29 0.46
H -2.52 -2.37 3.76
H -1.80 -5.65 2.95
H -1.23 -4.98 1.01
O 0.59 -0.73 -1.78
C 1.69 -0.51 -2.68
C 0.15 0.06 -4.60
C 1.27 0.40 -3.83
H -0.30 -0.93 -4.47
C -0.36 0.97 -5.53
H 2.49 -0.06 -2.07
C 2.01 1.56 -4.13
H -1.28 0.71 -6.06
C 0.34 2.15 -5.80
C 1.52 2.43 -5.11
H 2.95 1.75 -3.59
H -0.03 2.81 -6.59
H 2.09 3.33 -5.36
Si -0.70 0.31 -1.47
Cl 1.98 -2.28 1.32
C -2.19 -0.10 -2.48
C -0.20 2.14 -1.56
C -1.07 0.14 0.34
H -2.20 0.41 -3.44
H -3.08 0.21 -1.91
H -2.26 -1.18 -2.63
H -1.19 -0.91 0.64
H -1.91 0.74 0.71
H -0.11 0.57 0.69
H 0.18 2.46 -2.54
H 0.60 2.30 -0.82
H -1.07 2.75 -1.29
N -0.89 -0.70 5.83
C -1.43 -0.21 6.97
C -1.19 1.16 6.94
C -0.49 1.41 5.75
N -0.29 0.26 5.06
H -0.90 -1.66 5.49
H -1.97 -0.83 7.67
H -1.48 1.91 7.65
H -0.12 2.33 5.33
*
```

Summary:
Highest occupied orbital energy ... -0.3037 hartree
Gap between HOMO and LUMO ... 0.3022 Eh

---

Question: Number 6 is which compound?
Answer: C18H26Cl2N2O